Entry from the Open Molecules 2025 dataset: a molecular structure, H14NaO7 at a distorted geometry (the ωB97M-V functional and the def2-TZVPD basis).

Geometry (Å):
Na: 0.234 0.578 0.136
O: -0.855 -1.233 1.681
H: -0.706 -1.507 2.586
H: -1.729 -1.563 1.471
O: 1.354 0.965 -2.117
H: 2.275 0.714 -2.197
H: 1.298 1.815 -2.553
O: -1.718 -0.193 -1.459
H: -1.934 0.266 -2.271
H: -2.566 -0.424 -1.080
O: -1.412 2.345 0.541
H: -1.859 2.879 1.197
H: -1.920 2.473 -0.260
O: 1.220 1.651 2.295
H: 1.428 2.556 2.529
H: 2.018 1.162 2.494
O: 0.189 -2.439 -1.178
H: 0.229 -2.920 -2.005
H: -0.633 -1.950 -1.225
O: 1.939 -1.427 0.539
H: 1.577 -2.043 1.176
H: 1.572 -1.705 -0.300

Atoms 1-3, force components in eV/Å:
0.1 -0.1 0.4
0.1 0.3 -0.4
0.1 0.0 0.3

- Charge: +1
- Energy above the lowest of the compared OMol25 structures with the same formula, charge and spin: 4.6 kcal/mol
- LUMO energy: -3.22 eV


Entry from the Open Molecules 2025 dataset: a molecular structure, C7H20N4PSn at a distorted geometry (the ωB97M-V functional and the def2-TZVPD basis).

Geometry (Å):
C: -1.209 1.078 -4.828
Sn: -0.045 1.063 -3.054
N: 0.897 -1.127 -3.462
H: -0.518 1.745 -1.470
H: 1.472 1.932 -3.205
H: -1.465 2.151 -4.754
H: -2.029 0.330 -4.808
H: -0.444 0.939 -5.593
H: 0.507 -1.834 -2.828
H: 1.886 -1.010 -3.236
H: 0.838 -1.475 -4.434
C: 1.311 -0.310 2.952
N: 1.078 0.842 2.063
C: -0.239 1.436 2.373
N: -1.313 0.447 2.191
C: -1.073 -0.696 3.083
N: 0.239 -1.315 2.797
C: 0.275 -1.972 1.495
P: -0.004 -0.729 0.079
C: 1.249 0.488 0.650
C: -1.499 0.032 0.797
H: 1.328 0.036 4.000
H: 2.272 -0.782 2.677
H: -0.411 2.288 1.695
H: -0.233 1.773 3.428
H: -1.857 -1.456 2.912
H: -1.082 -0.354 4.132
H: 1.256 -2.455 1.351
H: -0.518 -2.738 1.445
H: 1.190 1.403 0.043
H: 2.261 0.056 0.533
H: -2.330 -0.694 0.771
H: -1.792 0.907 0.204

Atoms 1-3, force components in eV/Å:
-0.2 1.3 0.1
0.6 -0.8 2.5
0.6 -1.4 -0.9

- Charge: -1
- LUMO energy (spin up / spin down): 3.05 / 3.05 eV


Entry from the Open Molecules 2025 dataset: a molecular structure, C18H14GaN4O2S5 at a distorted geometry (the ωB97M-V functional and the def2-TZVPD basis).

Geometry (Å):
Ga: 0.398 0.764 0.169
O: 4.258 0.685 0.402
C: 3.105 0.536 0.117
O: 2.128 1.324 0.514
C: 2.642 -0.621 -0.751
C: 3.535 -1.368 -1.526
C: 3.024 -2.310 -2.388
C: 1.635 -2.552 -2.428
C: 1.015 -3.492 -3.281
C: -0.331 -3.727 -3.197
C: -1.126 -3.029 -2.270
C: -0.565 -2.091 -1.448
C: 0.812 -1.823 -1.523
N: 1.340 -0.853 -0.737
H: 4.592 -1.164 -1.441
H: 3.679 -2.877 -3.031
H: 1.626 -4.020 -3.996
H: -0.791 -4.463 -3.837
H: -2.185 -3.228 -2.219
H: -1.157 -1.542 -0.723
C: -3.637 2.754 -3.231
S: -4.297 2.731 -1.535
C: -2.933 3.224 -0.547
C: -1.716 2.651 -0.504
S: -1.161 1.258 -1.420
S: -0.556 3.292 0.644
C: -1.714 4.341 1.528
S: -1.332 5.137 2.885
S: -3.231 4.462 0.679
H: -4.310 2.131 -3.812
H: -2.637 2.339 -3.269
H: -3.665 3.771 -3.610
N: 0.844 0.979 5.509
C: 0.490 0.254 4.449
C: 0.412 0.817 3.147
N: 0.069 0.062 2.119
C: -0.195 -1.237 2.312
C: -0.128 -1.769 3.594
N: 0.203 -1.042 4.636
H: 1.114 1.943 5.428
H: 0.902 0.530 6.408
H: 0.643 1.861 2.964
H: -0.447 -1.827 1.444
H: -0.353 -2.812 3.776

Atoms 1-3, force components in eV/Å:
0.1 -0.9 0.0
0.1 -0.1 -0.1
0.2 0.0 0.0

- Charge: +1
- LUMO energy: -3.89 eV


Entry from the Open Molecules 2025 dataset: a gas-phase ion, C3Cl2NO2 (charge -1) at a distorted geometry (the ωB97M-V functional and the def2-TZVPD basis).

Geometry (Å):
C: -1.159 -0.708 0.653
C: 0.534 1.212 -0.304
C: 0.055 -0.439 -0.055
N: -2.152 -0.927 1.133
O: 0.190 1.506 -1.420
O: 1.068 1.740 0.654
Cl: 1.388 -1.111 0.941
Cl: 0.076 -1.273 -1.602

Atoms 1-3, force components in eV/Å:
4.6 2.3 -3.5
1.0 1.6 1.4
-3.9 -0.3 -1.6

- Charge: -1
- ⟨S²⟩: 2.0116
- Energy above the lowest of the compared OMol25 structures with the same formula, charge and spin: 0.0 kcal/mol
- Spin multiplicity: 3
- LUMO energy (spin up / spin down): 3.59 / 0.31 eV


no.,M (Da)
1,149.1
2,309.9
3,548.4
4,152.9